1 | Below is 2 unconnected molecules or ions with the total composition C16H17NO, with properties calculated with the ωB97M-V functional and the def2-TZVPD basis.

Atoms and positions in Å:
C: -4.6381 0.7885 0.9075
C: -3.5128 -0.0777 1.2315
C: -3.0767 -0.3778 2.5250
N: -2.1671 -1.4413 2.5009
C: -1.9333 -1.8521 1.2174
C: -1.1061 -2.9336 0.8020
C: -1.1872 -3.1266 -0.5566
C: -1.9876 -2.3162 -1.5091
C: -2.8949 -1.4090 -1.0027
C: -2.8535 -1.0850 0.3661
H: -4.6254 1.0844 -0.1720
H: -4.6512 1.7362 1.4085
H: -5.5407 0.2537 1.1363
H: -3.1584 -0.0586 3.5284
H: -1.5166 -1.5655 3.3649
H: -0.3692 -3.4454 1.5145
H: -0.8118 -4.0977 -0.9498
H: -2.0256 -2.6973 -2.4880
H: -3.5281 -0.8814 -1.7416
C: 3.4658 0.8066 -3.0979
C: 3.2794 1.1753 -1.6633
C: 2.2148 0.6988 -0.9167
C: 2.0816 0.9764 0.4222
C: 3.0190 1.9249 0.9294
O: 2.7069 2.2149 2.2348
C: 4.1180 2.4014 0.2427
C: 4.1142 2.0864 -1.0889
H: 4.5550 0.8897 -3.3676
H: 2.8799 1.3674 -3.7778
H: 3.2110 -0.2237 -3.3346
H: 1.6288 -0.0061 -1.3527
H: 1.2232 0.7446 1.0575
H: 3.3841 2.8554 2.5928
H: 4.6984 3.1820 0.6975
H: 5.0041 2.4086 -1.6605

Properties
net charge	0
SMILES string	Cc1c[nH]c2ccccc12.Cc1ccc(O)cc1
E_LUMO	0.76	eV

Mulliken atomic charge list, values in e, 8 entries: number 1, C, carries -1.40; number 2, C, carries 0.42; number 3, C, carries -0.65; number 4, N, carries -0.15; number 5, C, carries 0.20; number 6, C, carries -0.85; number 7, C, carries -0.26; number 8, C, carries -0.84

***

2 | Below is 2 unconnected molecules or ions with the total composition C16H17NO, with properties calculated with the ωB97M-V functional and the def2-TZVPD basis.

Atoms and positions in Å:
C: -2.2411 -0.7159 -4.4054
C: -1.7225 -0.9656 -3.0296
C: -1.7909 -0.1523 -1.9400
N: -1.2762 -0.7851 -0.8259
C: -0.7930 -2.0196 -1.2066
C: -0.1273 -2.9793 -0.4473
C: 0.2601 -4.1316 -1.1197
C: -0.0429 -4.3319 -2.4758
C: -0.7125 -3.3675 -3.2029
C: -1.1212 -2.1881 -2.5623
H: -2.0019 0.2456 -4.8497
H: -3.3153 -0.8895 -4.4964
H: -1.7675 -1.4321 -5.0671
H: -2.0566 0.8883 -1.8460
H: -0.9815 -0.2615 -0.0153
H: -0.0466 -2.9047 0.6261
H: 0.9633 -4.7760 -0.6162
H: 0.1234 -5.3128 -2.9066
H: -0.9436 -3.5207 -4.2420
C: 3.4348 1.8198 3.6921
C: 2.0631 2.1667 3.1684
C: 1.9768 3.0994 2.1293
C: 0.7461 3.4598 1.6060
C: -0.4013 2.8741 2.1345
O: -1.6181 3.1356 1.4932
C: -0.3577 1.9946 3.1906
C: 0.8988 1.6204 3.6728
H: 4.0329 1.2855 2.9700
H: 3.3859 1.2380 4.6099
H: 3.9630 2.7258 4.0030
H: 2.9029 3.4801 1.7093
H: 0.6651 4.0150 0.6826
H: -1.7211 4.1082 1.4506
H: -1.2774 1.5647 3.5427
H: 0.9000 1.0124 4.5737

Properties
net charge	0
SMILES string	Cc1c[nH]c2ccccc12.Cc1ccc(O)cc1
E_LUMO	0.66	eV

Mulliken atomic charge list, values in e, 8 entries: number 1, C, carries -1.30; number 2, C, carries 0.46; number 3, C, carries -0.70; number 4, N, carries -0.04; number 5, C, carries -0.02; number 6, C, carries -0.79; number 7, C, carries -0.38; number 8, C, carries -0.74

***

3 | Below is 2 unconnected molecules or ions with the total composition C16H17NO, with properties calculated with the ωB97M-V functional and the def2-TZVPD basis.

Atoms and positions in Å:
C: -4.0427 0.0956 -1.1296
C: -3.3031 -0.0685 0.1949
C: -3.7814 0.3192 1.3972
N: -2.8453 -0.0278 2.3850
C: -1.8034 -0.7523 1.7847
C: -0.4733 -0.9800 2.1847
C: 0.2168 -1.8030 1.3480
C: -0.2686 -2.1344 0.0532
C: -1.4456 -1.6771 -0.4859
C: -2.2183 -0.9168 0.4357
H: -5.1174 0.3130 -1.0274
H: -3.8661 -0.8700 -1.6020
H: -3.7610 1.0479 -1.6659
H: -4.6632 0.8774 1.5997
H: -2.5529 0.5757 3.1362
H: -0.0672 -0.5887 3.1111
H: 1.2674 -1.8414 1.5624
H: 0.2632 -2.7973 -0.6170
H: -1.7447 -1.7061 -1.5167
C: 1.3787 -0.8888 -2.8890
C: 1.9770 0.0391 -1.8820
C: 2.8117 -0.4645 -0.8056
C: 3.1831 0.4433 0.1681
C: 2.9125 1.8101 0.0233
O: 3.5724 2.7580 0.7704
C: 2.1582 2.3613 -0.9738
C: 1.7162 1.3895 -1.8926
H: 0.5146 -0.6101 -3.4503
H: 1.0592 -1.7824 -2.3444
H: 2.0898 -1.1544 -3.6971
H: 3.1210 -1.5138 -0.7552
H: 3.9163 0.2668 0.9680
H: 3.8490 2.4452 1.6418
H: 2.0291 3.4282 -1.0084
H: 1.1048 1.7169 -2.7563

Properties
net charge	0
SMILES string	Cc1c[nH]c2ccccc12.Cc1ccc(O)cc1
E_LUMO	0.74	eV

Mulliken atomic charge list, values in e, 8 entries: number 1, C, carries -1.20; number 2, C, carries 0.72; number 3, C, carries -0.79; number 4, N, carries -0.21; number 5, C, carries -0.28; number 6, C, carries -0.61; number 7, C, carries -0.88; number 8, C, carries -0.33

***

Short version: 2 is the most stable of them.

***

1 | Below is a gas-phase ion, C5H6NO (charge -1), with properties calculated with the ωB97M-V functional and the def2-TZVPD basis.

Atoms and positions in Å:
O: 3.6167 -0.4247 -0.1044
N: 2.7483 0.5342 -0.0437
C: 1.4635 0.2139 0.0288
C: 0.4086 1.2694 0.1473
C: -0.8685 0.5448 -0.0825
C: -0.7430 -0.7706 0.0196
C: 0.7323 -1.0981 0.1515
H: 0.5048 2.0709 -0.6163
H: 0.3358 1.6213 1.2110
H: -1.7804 1.1271 -0.1563
H: -1.3556 -1.6350 -0.0788
H: 1.0274 -1.8256 -0.7266
H: 0.8723 -1.5001 1.1665

Properties
net charge	-1
SMILES string	[O-]N=C1CC=CC1
E_LUMO	4.04	eV

Mulliken atomic charge list, values in e, 8 entries: number 1, O, carries -0.65; number 2, N, carries -0.64; number 3, C, carries -0.14; number 4, C, carries -0.15; number 5, C, carries -0.46; number 6, C, carries -0.48; number 7, C, carries -0.11; number 8, H, carries 0.29

***

2 | Below is a gas-phase ion, C5H6NO (charge -1), with properties calculated with the ωB97M-V functional and the def2-TZVPD basis.

Atoms and positions in Å:
C: -1.3878 1.0300 0.1776
C: -0.3568 0.2977 -0.1902
C: -0.0841 -1.1269 -0.1355
C: 0.9163 -0.0433 -0.7548
C: 2.2227 0.2302 0.0060
N: 3.4231 -0.1605 -0.2949
O: 4.4379 0.2187 0.4071
H: -2.2290 0.5443 0.6466
H: -1.4360 2.0629 -0.0497
H: -0.5645 -1.8272 -0.7622
H: 0.2617 -1.7242 0.7271
H: 0.8708 -0.1520 -1.8236
H: 2.2107 0.9955 0.8582

Properties
net charge	-1
SMILES string	C=C1C[C@@H]1/C=N/[O-]
E_LUMO	3.80	eV

Mulliken atomic charge list, values in e, 8 entries: number 1, C, carries -0.70; number 2, C, carries 0.33; number 3, C, carries -0.81; number 4, C, carries 0.08; number 5, C, carries -0.61; number 6, N, carries -0.49; number 7, O, carries -0.59; number 8, H, carries 0.26

***

Short version: 1 is the most stable of them.

***

1 | Below is 2 unconnected molecules or ions with the total composition C4H12S, with properties calculated with the ωB97M-V functional and the def2-TZVPD basis.

Atoms and positions in Å:
C: 3.6290 -0.5577 1.6200
C: 2.4577 0.1921 0.8593
H: 3.2796 -1.5623 1.9445
H: 4.3344 -0.7294 0.7529
H: 4.0412 0.1312 2.4295
H: 1.8363 -0.4248 0.2131
H: 2.8921 0.7437 0.0908
H: 1.8451 0.6992 1.5762
C: -3.8319 0.1968 -0.1773
C: -1.4942 0.0865 -1.9406
S: -3.0632 -0.8700 -1.5362
H: -3.9317 1.2421 -0.3259
H: -4.9656 0.0468 -0.1250
H: -3.4597 -0.1017 0.7085
H: -0.9418 -0.2772 -2.8621
H: -0.9578 0.0315 -0.9517
H: -1.6697 1.1533 -2.2762

Properties
expectation value of S²	0.75
net charge	-1
spin multiplicity	2
E_LUMO (alpha / beta)	3.46 / 3.48	eV

Mulliken atomic charge list, values in e, 8 entries: number 1, C, carries -0.91; number 2, C, carries -1.78; number 3, H, carries 0.37; number 4, H, carries 0.29; number 5, H, carries 0.24; number 6, H, carries 0.21; number 7, H, carries 0.46; number 8, H, carries 0.76

***

2 | Below is 2 unconnected molecules or ions with the total composition C4H12S, with properties calculated with the ωB97M-V functional and the def2-TZVPD basis.

Atoms and positions in Å:
C: -1.1018 -1.0471 -1.4723
C: -0.8551 -2.2484 -2.3494
H: -0.1981 -0.4711 -1.2704
H: -1.9231 -0.4093 -1.7944
H: -1.4014 -1.4245 -0.4878
H: -1.8188 -2.7003 -2.5945
H: -0.0493 -2.8737 -1.9590
H: -0.4202 -2.0405 -3.3382
C: 1.3954 2.3750 0.7825
C: 0.3973 0.5140 2.6594
S: 1.8860 1.0302 1.8202
H: 0.9854 3.2338 1.3245
H: 2.3097 2.7111 0.3009
H: 0.6486 2.1223 0.0247
H: -0.4227 0.8585 2.0134
H: 0.1915 0.9419 3.6385
H: 0.3766 -0.5719 2.7018

Properties
expectation value of S²	0.75
net charge	-1
spin multiplicity	2
E_LUMO (alpha / beta)	3.29 / 3.32	eV

Mulliken atomic charge list, values in e, 8 entries: number 1, C, carries -0.67; number 2, C, carries -0.93; number 3, H, carries 0.20; number 4, H, carries 0.33; number 5, H, carries 0.23; number 6, H, carries 0.27; number 7, H, carries 0.29; number 8, H, carries 0.29

***

Short version: 2 is the most stable of them.

***

1 | Below is 2 unconnected molecules or ions with the total composition C3H13N5, with properties calculated with the ωB97M-V functional and the def2-TZVPD basis.

Atoms and positions in Å:
H: 1.0503 0.2675 -1.8160
N: 0.8592 -0.6937 -1.4847
C: 1.1140 -0.7016 -0.2158
N: 0.9672 -1.8651 0.4806
C: 1.9626 0.4743 0.4514
N: 2.3396 1.4234 -0.6048
H: 0.6859 -1.7444 1.4484
H: 0.3525 -2.4998 -0.0193
H: 1.3645 0.9802 1.2158
H: 2.8467 0.0490 0.9360
H: 2.8459 2.2020 -0.1834
H: 3.0139 0.9582 -1.2158
C: -2.2789 0.7342 -0.6279
N: -1.6585 0.4049 0.6553
N: -2.1456 -0.8429 1.1875
H: -1.8818 1.6889 -0.9867
H: -3.3654 0.8154 -0.5281
H: -2.0715 -0.0334 -1.3808
H: -0.6575 0.6399 0.6418
H: -2.2674 -1.5426 0.4500
H: -3.0755 -0.7141 1.5965

Properties
net charge	0
SMILES string	[H]/N=C(/N)CN.CNN
E_LUMO	0.93	eV

Mulliken atomic charge list, values in e, 8 entries: number 1, H, carries 0.33; number 2, N, carries -0.83; number 3, C, carries 0.29; number 4, N, carries -0.54; number 5, C, carries -0.39; number 6, N, carries -0.69; number 7, H, carries 0.29; number 8, H, carries 0.31

***

2 | Below is 2 unconnected molecules or ions with the total composition C3H13N5, with properties calculated with the ωB97M-V functional and the def2-TZVPD basis.

Atoms and positions in Å:
C: -1.4264 -0.9519 -1.8441
C: 0.0492 1.8154 1.1238
C: -0.5653 0.0120 -1.0372
N: 1.8499 -2.2630 -0.1173
N: 2.4449 -0.2762 0.8994
N: -0.0543 0.3396 1.2786
N: -0.1186 -0.5521 0.1885
N: 1.8191 -0.8988 -0.1224
H: -1.9491 -0.3734 -2.5562
H: -0.9425 -1.7749 -2.3987
H: -2.3348 -1.4584 -1.3480
H: -0.0581 2.2400 2.1646
H: 0.9235 2.1615 0.6103
H: -0.8162 2.2175 0.4982
H: 0.3222 0.4182 -1.6608
H: -1.0257 0.8806 -0.6757
H: 1.9837 -2.6661 0.8396
H: 1.2589 -2.6052 -0.8078
H: 2.4944 0.6775 0.6382
H: 2.1912 -0.4727 1.8120
H: -0.7617 0.1279 1.9431

Properties
net charge	0
E_LUMO	1.03	eV

Mulliken atomic charge list, values in e, 8 entries: number 1, C, carries -1.29; number 2, C, carries -0.89; number 3, C, carries 0.16; number 4, N, carries -0.46; number 5, N, carries -0.52; number 6, N, carries -0.25; number 7, N, carries -0.40; number 8, N, carries 0.12

***

Short version: 1 is the most stable of them.